[1]
Formula: C13H9Cl2FN2O3
Source: OMol25
Level of theory: the ωB97M-V functional and the def2-TZVPD basis

Structure (XYZ):
```
30
Properties=species:S:1:pos:R:3:forces:R:3:lowdin_charge:R:1
Cl 8.776324 -1.506773 1.903834 -0.243 0.065 -0.309 0.711
Cl 8.060338 -3.530343 6.635507 -0.426 -0.101 0.199 0.718
F 6.058735 -0.909230 3.584088 0.766 -0.567 -0.012 0.068
O 3.735716 0.804161 2.432432 0.371 -0.701 2.037 0.108
O 4.248024 -2.297057 5.573349 -0.189 0.249 0.819 0.067
O 4.728602 -0.324016 6.389992 -0.545 -1.291 -1.666 0.077
N 8.573076 -2.815522 4.159999 -0.252 0.652 0.847 0.040
N 4.536368 -1.123896 5.473340 0.803 -0.067 -0.701 -0.280
C 11.150365 -3.761553 4.157651 -0.359 0.045 -0.518 -0.058
C 4.764157 -0.832481 3.847453 -1.657 0.660 1.480 -0.136
C 10.340645 -3.965401 5.266962 -0.474 -0.028 0.502 -0.096
C 6.688848 2.637037 5.752081 -0.185 -0.344 -0.474 -0.067
C 4.342630 0.580839 3.481321 1.019 0.573 -1.783 -0.266
C 5.032924 1.638086 4.272973 0.466 1.113 -0.138 -0.147
C 5.995575 3.857805 5.679673 -0.258 -0.412 0.021 -0.068
C 9.372531 -2.529652 3.143286 0.545 -1.104 1.293 -0.751
C 10.681332 -3.012641 3.075106 -0.190 0.168 -0.142 -0.090
C 4.866835 3.995676 4.856280 0.463 -0.254 -0.070 -0.068
C 4.450002 2.904392 4.106509 -0.223 -0.430 0.116 -0.024
C 6.232091 1.518555 5.041746 -0.354 0.212 -0.373 -0.027
C 9.049468 -3.431924 5.250600 0.954 0.301 -2.157 -0.749
H 11.252047 -2.787595 2.171080 0.067 -0.217 0.512 0.105
H 10.626354 -4.528668 6.154928 0.278 0.170 -0.370 0.105
H 6.345761 4.686770 6.283518 -0.062 0.040 -0.099 0.100
H 12.129539 -4.214015 4.098723 0.104 0.078 0.134 0.110
H 6.857594 0.606064 5.022451 -0.738 0.652 0.251 0.118
H 3.647778 2.963167 3.355763 0.241 0.159 0.659 0.124
H 4.175690 -1.632608 3.395872 0.236 0.100 0.091 0.161
H 4.305655 4.921801 4.754936 0.374 -0.017 0.162 0.105
H 7.604782 2.516923 6.349896 -0.533 0.297 -0.312 0.111
```
Positions in Å, forces in eV/Å.

The HOMO-LUMO gap comes out at 9.103 eV. Its spin multiplicity is 1. As for the HOMO energy: -9.519 eV. As for the electronic energy: -50507.8536 eV. Its SMILES is O=C(c1ccccc1)[C@@H](F)[N+](=O)[O-].Clc1cccc(Cl)n1.



[2]
Formula: C13H9F3N3PtS7
Source: OMol25
Level of theory: the ωB97M-V functional and the def2-TZVPD basis

Structure (XYZ):
```
36
Properties=species:S:1:pos:R:3:forces:R:3:lowdin_charge:R:1
Pt 0.852517 0.042047 -1.394125 -1.381 -0.483 -1.575 0.374
S -0.007983 -2.456953 -0.716125 1.022 0.616 -0.315 0.653
S 0.576617 2.246147 -2.514425 -0.525 -1.668 0.454 0.449
S 3.145117 0.075947 -2.079825 -1.420 -0.738 0.475 0.435
S 5.295317 5.437047 -1.395325 0.294 0.337 0.059 0.451
S 4.813017 2.514547 -1.714825 -0.607 0.525 0.041 0.862
S 1.667517 1.302847 0.867475 0.421 0.314 0.094 0.657
S 2.603017 4.372147 -2.061125 0.536 -0.542 0.159 0.861
F -1.671383 -4.504253 -1.968625 0.158 0.113 -0.036 0.112
F -3.147383 -4.368853 -0.404025 0.116 0.230 0.112 0.117
F -3.733083 -4.265853 -2.466525 -0.219 0.254 -0.097 0.109
N 1.118417 0.386447 3.324175 -0.392 -0.376 -0.310 -0.143
N -1.379183 -0.357753 -1.307425 1.232 -0.161 0.007 -0.123
N -0.186283 -0.443353 1.784675 0.192 0.095 0.189 0.040
C 3.243717 1.786247 -2.024025 -0.518 1.831 -0.128 -1.224
C -2.436683 0.360247 -1.631925 -0.341 0.328 -0.145 -0.132
C 2.205717 1.120547 3.903175 0.343 0.264 0.045 -0.063
C 0.867017 0.377147 1.989575 0.227 0.696 -0.435 -0.790
C -3.666783 -0.210253 -1.924425 0.145 -0.076 0.129 -0.057
C 2.199817 2.665447 -2.190225 1.926 -0.144 0.218 -1.233
C -2.655483 -2.361553 -1.582325 0.005 0.326 -0.074 -0.128
C -2.772683 -3.852053 -1.602825 -0.250 -0.682 0.016 -0.601
C 4.292717 4.176647 -1.706125 -0.200 -0.385 -0.259 -1.525
C -0.587083 -0.967453 2.985175 -0.031 -0.095 0.427 -0.088
C -3.765183 -1.594853 -1.905725 0.281 0.006 0.027 -0.009
C 0.213717 -0.444753 3.943275 -0.453 -0.443 0.159 -0.073
C -1.445583 -1.713553 -1.245925 -0.327 -0.073 0.036 -0.730
H 2.129217 2.170547 3.615075 0.034 -0.051 0.031 0.077
H -4.697883 -2.079953 -2.154825 -0.033 -0.042 -0.030 0.120
H 2.187917 1.031247 4.986175 -0.137 -0.075 0.041 0.085
H 0.215217 -0.594853 5.002975 -0.029 -0.040 0.188 0.106
H -0.426583 -0.780253 0.847875 0.153 0.115 0.420 0.014
H 3.158617 0.741647 3.525175 -0.077 0.052 0.004 0.091
H -1.411783 -1.646953 3.045075 -0.081 -0.162 0.138 0.109
H -2.278383 1.431647 -1.659425 -0.012 0.031 -0.037 0.102
H -4.515783 0.404947 -2.169725 -0.050 0.102 -0.029 0.097
```
Positions in Å, forces in eV/Å.

The HOMO-LUMO gap comes out at 5.868 eV. Its spin multiplicity is 1. As for the HOMO energy: -3.549 eV. As for the electronic energy: -105347.2127 eV. The total charge is -1.



[3]
Formula: C13H9F6N5O5RuS7
Source: OMol25
Level of theory: the ωB97M-V functional and the def2-TZVPD basis

Structure (XYZ):
```
46
Properties=species:S:1:pos:R:3:forces:R:3:lowdin_spin:R:1
Ru -0.707786 0.544453 0.266474 -0.016 -0.067 -0.013 0.438
S -3.057370 0.461735 0.243859 0.024 0.007 -0.004 0.178
S -0.831726 2.774909 0.070886 0.001 0.034 -0.003 0.219
S 1.217010 -4.368135 -0.000743 -0.013 -0.012 -0.020 0.000
S -5.119570 2.647394 0.329185 -0.001 0.000 0.015 0.003
S -3.084257 4.769859 0.165303 -0.001 0.000 0.014 -0.003
S -1.122289 -2.809343 -0.071493 -0.022 -0.044 0.026 0.000
S -0.380143 0.559610 2.579853 0.011 -0.006 0.028 0.032
F 3.447673 -4.007137 -1.328789 0.004 -0.011 -0.001 0.000
F 1.924350 -2.531535 -1.758245 -0.006 -0.011 0.003 0.000
F -2.786830 -4.387277 1.195485 -0.025 -0.016 0.016 0.000
F -1.113543 -3.707806 2.389967 -0.018 0.000 0.016 0.000
F 1.763448 -4.522807 -2.586846 0.006 0.004 0.018 0.000
F -2.740535 -2.351891 1.933059 -0.002 -0.004 0.005 0.001
O -5.679025 5.223940 0.260578 -0.001 0.004 0.026 0.006
O -0.342580 -1.660773 0.365326 -0.007 0.027 -0.017 0.001
O 1.414504 -5.784106 0.034129 0.003 0.013 0.000 0.000
O 1.743279 -3.547935 1.046297 0.005 -0.005 -0.006 0.000
O -2.153693 -2.581205 -1.035259 0.014 -0.003 0.000 0.001
N 2.068673 0.798577 1.371520 0.003 -0.009 0.006 0.003
N -0.273315 -4.062905 -0.441272 0.016 0.033 -0.006 0.000
N 2.021028 0.909957 3.630980 0.004 -0.009 0.006 0.001
N 1.326607 0.636706 0.242093 0.003 0.002 0.002 -0.002
N -0.295843 0.245993 -1.768971 -0.004 0.005 0.003 0.014
C 0.582355 -0.176646 -4.344597 0.002 -0.004 0.003 -0.001
C 1.337559 0.761212 2.463614 -0.017 0.043 -0.008 0.002
C -4.812321 4.389174 0.255219 0.000 -0.004 -0.057 0.002
C -3.445257 2.130641 0.259100 0.003 -0.003 -0.001 0.052
C -1.167836 -0.008359 -2.739502 -0.005 -0.002 0.000 0.003
C -0.768071 -0.225894 -4.047708 0.000 -0.011 0.000 0.001
C 2.133834 -3.831420 -1.508027 0.009 0.001 -0.008 0.000
C -1.995689 -3.346550 1.460627 0.030 0.026 -0.031 0.000
C 3.404487 0.519715 -1.068168 -0.006 0.005 0.001 0.000
C 1.491404 0.079367 -3.331429 -0.007 0.014 0.001 0.000
C 1.025945 0.284038 -2.040464 -0.001 0.009 0.001 0.000
C -2.511018 3.113491 0.183533 0.004 0.000 -0.001 0.042
C 1.922216 0.507658 -0.894613 -0.004 0.001 -0.010 0.001
H 2.552828 0.100286 -3.530152 0.003 -0.002 0.001 0.000
H 3.012650 0.744641 3.591973 0.002 -0.002 0.000 0.000
H -1.508881 -0.436765 -4.805378 0.001 0.004 -0.001 0.000
H 3.699171 1.243577 -1.830724 -0.001 0.002 0.000 0.000
H 1.540123 0.654723 4.474884 0.000 -0.005 0.002 0.000
H 3.877350 0.775843 -0.125900 -0.002 -0.001 -0.001 0.000
H 3.754173 -0.466340 -1.382235 0.006 -0.011 -0.006 0.000
H 0.930095 -0.347258 -5.355222 0.000 0.002 -0.001 0.000
H -2.206086 -0.041712 -2.436109 0.006 0.003 -0.001 0.004
```
Positions in Å, forces in eV/Å.

The HOMO-LUMO gap (alpha / beta) comes out at 6.188 / 6.100 eV. Its spin multiplicity is 2. As for the HOMO energy (alpha / beta): -4.405 / -4.778 eV. As for the electronic energy: -126053.7867 eV. The total charge is -1.



[4]
Formula: C13H9N2ReS4SbSe
Source: OMol25
Level of theory: the ωB97M-V functional and the def2-TZVPD basis

Structure (XYZ):
```
31
Properties=species:S:1:pos:R:3:forces:R:3:lowdin_charge:R:1
Re -0.137850 0.681736 2.131930 -0.109 0.140 0.624 0.692
Sb -0.411383 1.625816 5.077029 0.127 0.004 0.144 0.043
Se -3.531450 0.498710 1.994652 0.055 -0.123 -0.006 1.166
S 0.529980 2.638083 2.855500 -0.052 0.031 -0.230 0.145
S 1.201375 2.011459 6.504395 0.048 -0.029 0.046 -0.005
S 0.223964 -0.611128 3.864387 -0.028 -0.068 -0.027 0.143
S -2.613397 1.740709 4.928265 -0.114 0.004 -0.134 -0.106
N -4.376375 -0.044832 0.580327 -0.001 0.109 0.031 -0.202
N -1.921497 0.480916 1.098366 -0.025 -0.055 -0.050 -0.415
C -3.060676 -0.656763 -2.731009 0.003 0.004 0.027 -0.038
C -1.241585 0.051417 -1.248667 -0.005 -0.022 0.057 -0.008
C 2.501909 -1.472055 -0.050147 0.016 0.038 -0.002 -0.017
C 2.612951 0.852067 -0.773413 0.030 -0.015 0.033 -0.028
C 3.479495 -1.797241 -0.971497 -0.016 -0.008 0.012 -0.049
C 1.054352 0.192280 0.993029 -0.042 0.042 -0.644 -0.304
C 2.067328 -0.143763 0.047277 0.117 -0.102 0.215 -0.313
C 4.017113 -0.809734 -1.788257 0.009 0.002 -0.029 -0.042
C -3.551154 -0.172972 -0.443399 -0.042 -0.060 -0.036 -0.354
C -3.982036 -0.576741 -1.743583 0.017 -0.019 -0.016 0.012
C -2.168121 0.119984 -0.182120 0.025 0.119 0.000 -0.309
C -1.693876 -0.328879 -2.475339 -0.020 -0.008 -0.015 -0.017
C 3.587877 0.509307 -1.691609 -0.017 0.013 0.019 -0.050
H -0.207669 0.312309 -1.099649 0.039 -0.001 0.002 0.084
H 2.279916 1.877004 -0.672303 -0.012 0.000 -0.008 0.124
H 4.022126 1.269615 -2.325914 -0.003 -0.001 -0.005 0.116
H -5.028229 -0.800201 -1.896399 -0.003 0.003 0.005 0.130
H 2.077080 -2.224728 0.600794 -0.002 -0.006 -0.009 0.124
H -0.991062 -0.376318 -3.296995 0.005 -0.001 0.002 0.123
H 4.782773 -1.069845 -2.506965 0.004 0.001 0.003 0.117
H -3.350018 -0.958674 -3.727596 -0.002 0.008 -0.004 0.120
H 3.828139 -2.817538 -1.051087 -0.002 -0.001 -0.005 0.117
```
Positions in Å, forces in eV/Å.

The HOMO-LUMO gap comes out at 6.523 eV. Its spin multiplicity is 1. As for the HOMO energy: -12.069 eV. As for the electronic energy: -133954.6824 eV. The total charge is +1.



[5]
Formula: C13H9N4O3PdS5
Source: OMol25
Level of theory: the ωB97M-V functional and the def2-TZVPD basis

Structure (XYZ):
```
35
Properties=species:S:1:pos:R:3:forces:R:3:lowdin_charge:R:1
Pd 0.262836 -0.603302 1.639722 -0.135 0.258 -0.440 0.387
S -0.678574 0.595816 3.284098 -0.197 -0.025 0.291 0.471
S 1.238038 1.265016 0.887751 0.168 0.000 -0.044 0.546
S 2.525279 -2.417386 0.184479 0.232 0.192 -0.151 0.568
S -0.482997 3.516038 4.133417 0.004 0.019 0.005 0.937
S 1.334938 4.134216 1.895774 -0.009 -0.001 0.013 0.941
O 3.266551 -1.450797 0.950598 -0.106 -0.227 0.025 -0.349
O 2.541149 -3.803139 0.582489 -0.064 0.068 0.017 -0.316
O 0.510788 5.915047 3.663066 0.004 -0.003 -0.015 -0.088
N 4.792131 -2.100407 -5.307588 0.006 -0.001 -0.035 0.078
N -1.220316 -2.314038 0.043258 -0.007 -0.039 0.164 0.093
N 1.006683 -1.835867 0.091948 -0.004 -0.131 0.375 -0.237
N 0.270711 -3.522637 -1.371802 -0.121 -0.075 -0.071 0.133
C 0.763712 2.486203 2.044281 0.095 0.000 -0.179 -1.165
C 3.609966 -1.115945 -1.953985 -0.043 0.019 0.075 -0.050
C 3.815207 -3.402066 -3.509302 -0.014 -0.014 0.038 -0.040
C 0.005600 -2.596590 -0.438407 0.324 0.076 0.010 -0.475
C 4.228285 -2.176331 -4.026847 0.009 0.030 -0.015 -0.332
C 4.125169 -1.033362 -3.234070 0.008 -0.018 -0.021 -0.036
C -2.231830 -3.004065 -0.452954 -0.058 0.004 -0.019 -0.148
C 3.291253 -3.481131 -2.230146 0.012 0.003 0.019 -0.071
C 3.187180 -2.339192 -1.452130 -0.019 -0.024 -0.149 -0.294
C -0.763725 -4.203599 -1.835894 -0.078 0.034 0.010 -0.139
C -2.068802 -3.990088 -1.414020 0.085 0.009 -0.010 -0.078
C 0.461927 4.766235 3.305037 0.001 0.018 0.021 -1.034
C -0.053192 2.207795 3.056882 -0.086 -0.164 0.059 -1.185
H 3.904981 -4.296384 -4.116012 -0.001 -0.001 -0.001 0.104
H -2.901129 -4.558819 -1.800681 0.000 0.008 -0.016 0.086
H -3.214143 -2.761726 -0.058766 0.006 -0.011 0.011 0.105
H 3.535961 -0.233285 -1.330987 -0.011 0.001 0.005 0.112
H 4.489580 -2.830298 -5.933341 0.000 -0.009 0.010 0.078
H 4.707290 -1.194120 -5.740477 0.003 0.009 0.015 0.079
H 2.953551 -4.422958 -1.821181 -0.001 0.007 -0.007 0.105
H -0.540036 -4.952474 -2.590984 -0.001 -0.014 0.013 0.104
H 4.458177 -0.078360 -3.624223 -0.001 0.002 -0.001 0.107
```
Positions in Å, forces in eV/Å.

The HOMO-LUMO gap comes out at 6.195 eV. Its spin multiplicity is 1. As for the HOMO energy: -4.162 eV. As for the electronic energy: -83389.3467 eV. The total charge is -1.



[6]
Formula: C13H9N4O3S5Ti
Source: OMol25
Level of theory: the ωB97M-V functional and the def2-TZVPD basis

Structure (XYZ):
```
35
Properties=species:S:1:pos:R:3:forces:R:3:lowdin_charge:R:1
Ti 0.668634 1.502899 1.302235 0.082 0.023 -0.060 0.611
S -1.970518 4.385676 2.148458 -0.082 -0.103 0.098 1.021
S -1.332830 2.736770 4.554741 -0.131 0.021 -0.083 1.029
S -0.139116 -0.857052 0.265931 0.149 0.012 0.308 0.697
S 0.550980 3.676549 0.742424 0.076 0.043 -0.020 0.717
S 1.284981 1.820650 3.468605 0.001 0.049 -0.125 0.722
O -0.881959 0.226993 1.041282 0.111 0.169 0.149 -0.379
O 0.324848 -1.950054 1.055427 -0.043 -0.006 -0.067 -0.229
O -3.540771 4.153168 4.256648 0.082 -0.033 -0.038 0.010
N 2.736242 0.988076 0.884633 -0.231 -0.037 0.132 0.001
N 1.038509 0.144462 -0.222086 0.162 0.168 0.171 -0.162
N 3.153353 -1.028285 -0.288701 0.088 -0.071 0.010 0.184
N -3.439411 -2.675669 -4.159662 -0.016 -0.006 -0.024 0.149
C 4.414300 -0.956049 0.145633 0.049 0.180 0.019 -0.048
C -1.309110 -2.744260 -1.205767 -0.096 0.228 -0.145 -0.031
C 4.894055 0.082204 0.947949 -0.103 -0.123 -0.092 -0.001
C -0.429266 3.574271 2.179383 0.118 -0.264 0.006 -1.122
C -1.669950 -0.429708 -1.907307 0.034 -0.236 0.099 -0.041
C 2.385477 -0.042349 0.098953 -0.256 0.008 -0.021 -0.457
C -2.672339 -2.249887 -3.134646 -0.045 0.004 -0.063 -0.291
C -2.509573 3.830164 3.764727 -0.118 0.044 0.053 -0.951
C -1.100405 -1.369082 -1.031516 -0.204 -0.060 -0.259 -0.326
C -2.091473 -3.174751 -2.250011 0.101 0.009 0.130 -0.005
C -2.444905 -0.869684 -2.945506 0.015 0.039 0.017 -0.006
C 3.993562 1.055940 1.324282 0.147 0.028 -0.049 -0.066
C -0.132920 2.809888 3.294820 0.075 -0.039 -0.233 -1.121
H -0.862299 -3.451020 -0.523316 0.030 -0.018 0.044 0.122
H -3.625600 -3.652118 -4.295742 -0.004 -0.008 -0.004 0.114
H 5.070991 -1.756651 -0.172798 0.000 -0.010 0.030 0.128
H -3.875544 -2.025237 -4.786255 -0.011 0.009 -0.015 0.113
H 5.922851 0.114443 1.271289 0.002 -0.014 -0.001 0.119
H -2.265293 -4.232819 -2.394160 0.003 -0.005 0.002 0.122
H -2.891765 -0.157494 -3.626790 -0.002 -0.007 -0.006 0.122
H 4.250569 1.890239 1.964745 -0.003 -0.017 0.010 0.133
H -1.504309 0.629787 -1.767898 0.020 0.023 0.026 0.122
```
Positions in Å, forces in eV/Å.

The HOMO-LUMO gap comes out at 6.971 eV. Its spin multiplicity is 1. As for the HOMO energy: -11.432 eV. As for the electronic energy: -103017.8122 eV. The total charge is +1.